(1)
C36H40CdP2 | the ωB97M-V functional and the def2-TZVPD basis

Element x y z (Å)
Cd1 -0.39762 1.34215 1.58496
C1 -1.80033 0.94260 -2.93540
C2 -1.71788 -0.34208 -2.59601
C3 -1.12864 -1.38636 -3.50572
C4 0.28860 -1.07856 -4.09469
C5 1.08505 -0.11017 -3.28456
C6 1.01879 1.22024 -3.24662
C7 0.15554 2.08090 -4.10790
C8 -1.32091 1.60037 -4.19999
C9 1.27469 -0.24319 2.88113
H1 -2.29895 1.64821 -2.27678
H2 -2.26015 -0.72235 -1.72256
H3 -1.87124 -1.47161 -4.32250
H4 -1.08034 -2.37744 -3.01234
H5 0.83712 -2.02882 -4.14167
H6 0.14812 -0.71039 -5.10726
H7 1.85244 -0.58440 -2.67206
H8 1.77036 1.76066 -2.67042
H9 0.60946 2.14864 -5.10719
H10 0.16011 3.10561 -3.69815
H11 -1.96955 2.49064 -4.36449
H12 -1.45678 0.89309 -5.04159
H13 0.83557 0.52231 3.62782
H14 2.25073 -0.37105 3.36709
H15 0.68169 -1.16974 3.00070
P1 -1.56703 -0.78302 0.71626
P2 2.05167 -0.09060 1.25920
C10 -0.14940 -1.42239 -0.23069
C11 1.13749 -1.02172 -0.02394
C12 -2.45409 -2.19796 1.23068
C13 -2.84339 -3.09599 0.21922
C14 -3.54800 -4.24898 0.58648
C15 -3.87233 -4.46558 1.92582
C16 -3.48899 -3.56186 2.92484
C17 -2.79429 -2.41384 2.58407
C18 -2.77381 0.48568 0.21865
C19 -2.34667 1.83031 -0.03565
C20 -3.27973 2.87947 -0.06913
C21 -4.63353 2.63930 0.20767
C22 -5.04571 1.31885 0.40764
C23 -4.14157 0.26036 0.43086
C24 3.50015 -1.17842 1.43566
C25 3.28170 -2.49901 1.88906
C26 4.34637 -3.32967 2.24186
C27 5.65540 -2.85078 2.10407
C28 5.89351 -1.59465 1.53761
C29 4.81606 -0.74633 1.22851
C30 2.68914 1.57059 0.82795
C31 2.81137 2.61077 1.78210
C32 3.07026 3.94010 1.41019
C33 3.26736 4.27394 0.06442
C34 3.35617 3.23827 -0.87542
C35 3.11658 1.90949 -0.48414
H16 -0.30073 -2.30312 -0.87650
H17 1.83327 -1.56825 -0.67134
H18 -2.59170 -2.92394 -0.82302
H19 -3.80921 -5.00167 -0.16436
H20 -4.42715 -5.36417 2.20245
H21 -3.72655 -3.80063 3.96113
H22 -2.49864 -1.68673 3.33578
H23 -1.30715 2.08268 -0.29501
H24 -2.96924 3.90718 -0.25330
H25 -5.33766 3.47579 0.29084
H26 -6.10656 1.12910 0.53910
H27 -4.49695 -0.75516 0.57876
H28 2.27404 -2.88086 2.01684
H29 4.18635 -4.33397 2.64367
H30 6.49142 -3.45668 2.44187
H31 6.92914 -1.26440 1.36035
H32 5.02058 0.25424 0.85072
H33 2.70721 2.43091 2.85377
H34 3.08246 4.74551 2.15297
H35 3.33225 5.33252 -0.22905
H36 3.57590 3.52110 -1.91467
H37 3.28261 1.13871 -1.23965
C36 -1.57989 2.06759 3.19450
H38 -1.30342 1.72661 4.19709
H39 -2.61165 1.78663 2.95249
H40 -1.36934 3.12551 3.02690

HOMO level (spin up / spin down)	-4.7 / -5.0	eV
gap between HOMO and LUMO (spin up / spin down)	4.7 / 5.5	eV
2S+1	1

---

(2)
C17H14N4S | the ωB97M-V functional and the def2-TZVPD basis

Element x y z (Å)
C1 2.15128 2.31236 -0.32306
C2 0.78361 2.70976 -0.01554
C3 0.33447 4.01001 0.25746
C4 -0.94034 4.31216 0.55545
C5 -1.77704 3.13700 0.80124
C6 -1.33764 1.80395 0.54886
N1 -2.18091 0.64096 0.76392
N2 -3.35466 0.63595 1.49478
C7 -3.62854 -0.59845 1.82111
C8 -2.73199 -1.57568 1.12707
C9 -2.68506 -3.02095 1.17623
C10 -1.78986 -0.70939 0.48426
C11 -0.62983 -1.35955 -0.29505
C12 0.52293 -1.48367 0.35406
C13 1.62325 -1.75168 -0.56888
C14 3.00101 -1.76305 -0.42773
C15 3.93643 -2.16363 -1.41548
N3 3.46502 -2.46319 -2.62291
C16 2.12579 -2.30722 -2.80752
C17 1.22655 -1.87170 -1.88734
S1 -0.53518 -1.52265 -2.05378
N4 -0.04148 1.65940 0.14441
H1 2.76438 2.49401 0.54676
H2 2.32812 1.29926 -0.81070
H3 2.47495 2.99413 -1.14756
H4 1.07839 4.76997 -0.00742
H5 -1.36144 5.30194 0.69285
H6 -2.78929 3.18108 0.97153
H7 -4.51588 -1.05190 2.38403
H8 -1.73592 -3.35434 0.97250
H9 -2.94150 -3.42940 2.14560
H10 -3.31778 -3.38360 0.32008
H11 0.58478 -0.98807 1.29185
H12 3.21010 -1.55628 0.56669
H13 4.98935 -2.20091 -1.35808
H14 1.69393 -2.70659 -3.67970

HOMO level	-8.5	eV
gap between HOMO and LUMO	9.0	eV
2S+1	1

---

(3)
C2H3N3O2 | the ωB97M-V functional and the def2-TZVPD basis

Element x y z (Å)
O1 -2.74985 -0.24322 -0.33556
C1 -1.55621 -0.17333 -0.10262
N1 -1.04505 1.18826 -0.14191
C2 0.15974 1.15257 0.13337
N2 0.76699 -0.14775 0.30480
O2 1.86673 -0.15374 -0.55978
N3 -0.41526 -0.98397 0.08732
H1 0.60574 2.02119 0.29055
H2 2.71318 -0.69143 -0.34533
H3 -0.34602 -1.96859 0.66917

HOMO level	-9.7	eV
gap between HOMO and LUMO	9.8	eV
2S+1	1

---

(4)
C4H7N | the ωB97M-V functional and the def2-TZVPD basis

Element x y z (Å)
C1 0.60227 -1.45752 0.03891
C2 -0.11080 -0.25379 0.65113
C3 0.01239 0.92256 -0.33540
C4 -1.07122 1.90211 -0.36513
N1 -1.91905 2.67209 -0.51465
H1 0.52157 -2.34924 0.66505
H2 0.16328 -1.69014 -0.93830
H3 1.66509 -1.24249 -0.12386
H4 -1.16222 -0.49264 0.84366
H5 0.33151 0.00472 1.62129
H6 0.95527 1.45847 -0.18818
H7 0.01190 0.52589 -1.35453

HOMO level	-11.5	eV
gap between HOMO and LUMO	12.4	eV
2S+1	1

---

(5)
C9H12N2O2 | the ωB97M-V functional and the def2-TZVPD basis

Element x y z (Å)
C1 -1.07414 1.55899 -0.31626
C2 -2.35812 1.15436 -0.16334
C3 0.05615 0.77186 -0.22790
C4 -0.97674 -1.80085 -0.02993
C5 1.29069 -1.15482 -0.03195
C6 -2.90289 -0.11446 0.43241
C7 -2.45960 -1.50467 -0.15792
C8 1.49456 1.19249 -0.20606
C9 3.55814 0.02589 -0.24047
N1 -0.04901 -0.70836 -0.18254
N2 2.12061 -0.07362 -0.08771
O1 1.67100 -2.28324 0.14173
O2 1.80607 2.09731 0.82033
H1 -0.98565 2.52722 -0.53425
H2 -3.20117 1.71200 -0.45086
H3 -2.62203 0.06769 1.53846
H4 -4.07258 -0.21986 0.37343
H5 -2.94825 -1.50927 -1.22665
H6 -3.02367 -2.39042 0.35420
H7 1.62764 1.55245 -1.23048
H8 3.59770 0.22744 -1.32451
H9 3.80157 0.75981 0.45861
H10 3.94687 -0.97474 0.07803
H11 -0.48067 -2.54422 0.61967
H12 2.18355 1.63102 1.59397

HOMO level (spin up / spin down)	-7.2 / -7.1	eV
gap between HOMO and LUMO (spin up / spin down)	7.0 / 7.4	eV
2S+1	1

---

(6)
C16H20NO3S | the ωB97M-V functional and the def2-TZVPD basis

Element x y z (Å)
C1 -2.17711 0.48322 1.40287
C2 -1.56247 1.88131 1.48228
C3 -0.03940 1.86451 1.48242
O1 0.62989 2.40013 0.60978
C4 0.58256 1.01719 2.58254
C5 0.10225 -0.43427 2.56125
S1 -1.67900 -0.64735 2.71268
H1 -3.26793 0.54486 1.52038
H2 -1.97242 0.00416 0.43622
H3 -1.89397 2.46229 0.61816
H4 -1.90069 2.38784 2.39772
H5 1.66673 1.02979 2.44613
H6 0.34104 1.48064 3.55002
H7 0.43890 -0.95963 1.65752
H8 0.50099 -0.97477 3.43083
C6 -1.48138 5.65547 -2.47573
C7 -0.08713 6.08076 -2.08694
O2 0.00000 6.03011 -0.63644
C8 1.23266 6.33905 -0.12301
C9 1.75905 5.22207 0.69584
N1 2.95421 5.35731 1.14527
C10 3.77131 4.50066 1.68148
C11 5.04029 4.95950 2.18100
C12 6.00655 4.08594 2.73311
C13 7.20258 4.58930 3.23355
C14 7.45629 5.97217 3.19613
C15 6.50713 6.84807 2.63869
C16 5.31139 6.34226 2.12410
O3 1.84523 7.36735 -0.33331
H9 -1.51995 5.50013 -3.55423
H10 -1.76482 4.71786 -1.98899
H11 -2.20386 6.42893 -2.20361
H12 0.65326 5.38879 -2.51367
H13 0.12905 7.10679 -2.41033
H14 1.14156 4.32047 0.78920
H15 3.50008 3.43143 1.73731
H16 5.77934 3.02065 2.75191
H17 7.94502 3.90933 3.65721
H18 8.39401 6.36633 3.59683
H19 6.68924 7.92371 2.59884
H20 4.55498 6.98778 1.67402

total charge	-1
HOMO level	-2.1	eV
gap between HOMO and LUMO	4.4	eV
2S+1	1

---

(7)
C31H27B3Cl2O13 | the ωB97M-V functional and the def2-TZVPD basis

Element x y z (Å)
C1 -1.27755 -1.34048 -1.33452
C2 -2.03733 -1.17930 -0.02060
Cl1 -1.20264 -0.47939 1.39747
C3 -3.31024 -1.51029 0.13415
Cl2 -4.18208 -1.29124 1.67757
B1 -4.17769 -2.09570 -1.05487
O1 -4.23834 -3.43617 -1.44028
B2 -5.53655 -3.83518 -1.77854
O2 -6.63095 -2.96302 -1.85946
B3 -6.31349 -1.66124 -1.45470
C4 -7.25013 -0.67162 -0.63393
C5 -8.55164 -0.24370 -1.40092
C6 -9.55860 -1.41738 -1.62440
C7 -9.78547 -2.28210 -0.35703
O3 -10.77083 -2.15670 0.28441
O4 -8.85547 -3.23318 0.00324
O5 -5.00251 -1.21254 -1.77867
H1 -0.20959 -1.47087 -1.09729
H2 -1.41898 -0.43464 -1.95783
H3 -1.61761 -2.20846 -1.92927
H4 -5.73596 -4.97251 -2.04665
H5 -6.66999 0.25331 -0.42899
H6 -7.48328 -1.08469 0.37182
H7 -8.99782 0.61038 -0.85509
H8 -8.21851 0.13785 -2.38828
H9 -9.09007 -2.10116 -2.36355
H10 -10.53411 -1.02986 -1.95286
H11 -8.58699 -3.09818 0.92464
C8 2.14841 2.47131 1.59103
C9 1.47229 1.58881 0.85966
C10 2.16158 0.73139 -0.13444
O6 1.55070 -0.07495 -0.80646
C11 3.62668 0.89389 -0.27919
C12 4.29973 1.77606 0.45340
C13 3.61237 2.63262 1.44629
O7 4.22787 3.43907 2.11887
H12 1.66348 3.10711 2.32144
H13 0.40043 1.45731 0.95415
H14 4.11198 0.26027 -1.00724
H15 5.37024 1.90778 0.35987
C14 3.42990 -0.58929 5.01828
C15 2.56195 0.18143 4.36707
C16 1.35862 -0.39351 3.72150
O8 0.56744 0.30924 3.12428
C17 1.15625 -1.85728 3.82862
C18 2.02406 -2.62833 4.47997
C19 3.22846 -2.05454 5.12646
O9 4.01860 -2.75602 5.72149
H16 4.31498 -0.18812 5.49557
H17 2.69295 1.25302 4.27873
H18 0.27100 -2.25765 3.35062
H19 1.89335 -3.69945 4.56832
C20 6.64500 -1.98411 -2.49360
C21 6.83764 -2.98105 -3.35396
C22 6.37581 -4.35724 -3.05201
O10 6.55253 -5.26647 -3.83421
C23 5.69026 -4.57883 -1.75621
C24 5.49802 -3.58134 -0.89636
C25 5.95980 -2.20667 -1.19886
O11 5.78239 -1.29561 -0.41480
H20 6.97568 -0.97314 -2.69618
H21 7.33542 -2.83706 -4.30450
H22 5.35942 -5.58942 -1.55321
H23 5.00022 -3.72463 0.05440
C26 3.13463 7.06877 0.39280
C27 3.58649 5.94812 -0.16542
C28 3.07558 5.48133 -1.47514
O12 3.48631 4.45735 -1.98275
C29 2.04348 6.31023 -2.14191
C30 1.59148 7.43115 -1.58448
C31 2.10268 7.89856 -0.27321
O13 1.69205 8.92100 0.23408
H24 3.49542 7.42441 1.34955
H25 4.34017 5.33031 0.30675
H26 1.68286 5.95336 -3.09842
H27 0.83769 8.04886 -2.05613

HOMO level	-9.5	eV
gap between HOMO and LUMO	7.7	eV
2S+1	1

---

(8)
C3H7N | the ωB97M-V functional and the def2-TZVPD basis

Element x y z (Å)
C1 -0.96126 0.76264 0.71929
C2 0.00674 0.67018 -0.43562
C3 0.82953 -1.01623 -0.42828
N1 0.15433 -0.11388 -1.50481
H1 -1.34149 1.78405 0.73492
H2 -0.67393 0.42939 1.72045
H3 -1.74939 0.09542 0.36016
H4 1.53364 -1.57785 -1.08946
H5 0.73553 1.45385 -0.42834
H6 1.42869 -0.75271 0.48026
H7 0.03762 -1.73485 -0.12857

HOMO level	-7.5	eV
gap between HOMO and LUMO	8.3	eV
2S+1	1

---

(9)
C2H2CuO2 | the ωB97M-V functional and the def2-TZVPD basis

Element x y z (Å)
H1 -0.27043 -1.80322 0.90427
O1 -1.46254 0.33139 -0.27444
C1 -1.02831 -0.88587 -0.21210
C2 0.39264 -1.07369 0.07855
O2 1.12033 -0.09897 0.35299
H2 -1.45922 -1.66089 -0.87328
Cu1 0.08259 1.76128 -0.18318

⟨S²⟩	0.757
HOMO level (spin up / spin down)	-8.0 / -8.8	eV
gap between HOMO and LUMO (spin up / spin down)	6.8 / 7.6	eV
2S+1	2

---

(10)
C28H56N4O8P | the ωB97M-V functional and the def2-TZVPD basis

Element x y z (Å)
C1 -2.04348 4.72462 2.16911
C2 -1.52147 4.38214 0.88516
C3 -0.55977 3.92303 -0.36741
C4 -1.13377 2.60169 -1.14937
C5 -1.23008 1.24058 -0.23874
N1 -0.38734 0.07624 -0.75553
C6 -0.37777 -0.34492 -2.24036
C7 -1.23058 -1.73281 -2.51771
C8 -2.63638 -1.84631 -1.68425
C9 -3.91387 -1.58374 -2.67915
C10 -4.83517 -0.40374 -2.00140
C11 -5.94325 -1.12583 -0.98344
C12 -7.17520 -0.01853 -0.76396
C13 -7.53848 0.22255 0.81947
C14 -8.15519 1.70039 1.17133
C15 -8.85403 2.47767 -0.09834
C16 -7.81277 3.55232 -0.83590
C17 0.44019 -0.70447 0.06268
N2 1.31249 -1.84440 -0.50438
N3 0.53475 -0.48401 1.55405
C18 0.24703 -1.72474 2.36391
C19 -1.34688 -1.79161 2.86682
C20 -1.63499 -0.68781 4.05064
O1 -1.50226 -0.97549 5.37541
O2 -2.04728 0.72006 3.76299
P1 2.01960 0.35967 2.05253
N4 3.38888 -0.19421 1.39316
H1 -2.40093 5.27293 3.16684
H2 -0.60241 4.81805 -1.15641
H3 0.58412 3.81689 -0.08637
H4 -2.23428 2.86964 -1.52389
H5 -0.46039 2.47376 -2.12462
H6 -2.37898 0.91790 -0.25010
H7 -0.99792 1.54834 0.86601
H8 -0.88788 0.47932 -2.93651
H9 0.73764 -0.43100 -2.65729
H10 -0.49160 -2.64310 -2.35425
H11 -1.48170 -1.74717 -3.68438
H12 -2.70259 -1.18892 -0.71883
H13 -2.71037 -2.97806 -1.31130
H14 -4.52343 -2.58794 -2.73179
H15 -3.60517 -1.24504 -3.75637
H16 -4.15079 0.33476 -1.37758
H17 -5.35768 0.26451 -2.82542
H18 -6.37705 -2.11700 -1.47498
H19 -5.45265 -1.40086 0.06617
H20 -8.12607 -0.36677 -1.38574
H21 -6.78591 0.98419 -1.23341
H22 -6.56774 0.07823 1.46341
H23 -8.28795 -0.62633 1.15073
H24 -9.01114 1.55740 1.98322
H25 -7.31477 2.40256 1.61484
H26 -9.33126 1.75574 -0.90113
H27 -9.74626 3.14238 0.30709
H28 -7.51550 3.05463 -1.87666
H29 -8.29639 4.61299 -0.99995
H30 -6.81581 3.60050 -0.20657
H31 2.05544 -2.11830 0.17504
H32 0.64068 -2.66994 -0.49302
H33 0.87877 -1.75771 3.36573
H34 0.44158 -2.74058 1.81816
H35 -2.10445 -1.66584 1.95902
H36 -1.53619 -2.85982 3.36478
H37 -2.92394 0.70482 3.26072
H38 1.79761 1.78336 1.78139
H39 2.07102 0.26445 3.51824
H40 3.79715 0.64249 0.88745
C21 6.24047 -7.08690 -2.95671
C22 5.47565 -7.00740 -1.64684
O3 5.69447 -5.74710 -1.00108
C23 5.01067 -4.69705 -1.51601
O4 4.23350 -4.73554 -2.45858
O5 5.35971 -3.58511 -0.82172
C24 4.78504 -2.38312 -1.32873
H41 7.30142 -6.86982 -2.79714
H42 6.14302 -8.08074 -3.40231
H43 5.87157 -6.35068 -3.67753
H44 5.84505 -7.78141 -0.96521
H45 4.40409 -7.18907 -1.79023
H46 3.69684 -2.46674 -1.41426
H47 5.23146 -2.13793 -2.29693
H48 5.01319 -1.57537 -0.62761
C25 8.62924 5.22886 0.74243
C26 7.23354 4.75184 0.37978
O6 7.11694 3.33349 0.54691
C27 6.98136 2.90201 1.82394
O7 6.94225 3.60611 2.82225
O8 6.92518 1.54670 1.80750
C28 6.88340 0.95428 3.10340
H49 9.38511 4.67128 0.18033
H50 8.74141 6.29555 0.52940
H51 8.84101 5.06745 1.80392
H52 7.04293 4.96328 -0.67810
H53 6.46239 5.27527 0.95698
H54 6.07204 1.37326 3.70724
H55 7.84695 1.08813 3.60390
H56 6.70239 -0.11736 2.98140

total charge	+1
HOMO level	-12.1	eV
gap between HOMO and LUMO	7.7	eV
2S+1	1

---

(11)
C9H11O2 | the ωB97M-V functional and the def2-TZVPD basis

Element x y z (Å)
C1 -0.62577 -0.48746 -2.03351
C2 -0.27199 1.35730 1.00855
C3 -0.25338 0.31727 0.10836
C4 -1.31916 2.44184 0.83403
C5 -0.84901 0.57784 -1.04640
C6 -1.86163 2.64257 -0.41533
C7 -1.61332 1.69384 -1.37252
H1 0.33217 1.22896 1.92228
H2 0.13923 -0.68115 0.48992
H3 -1.35473 3.20763 1.50220
H4 -2.26765 3.59995 -0.60827
H5 -0.37122 -1.53147 -1.53749
H6 0.13498 -0.31687 -2.85114
H7 -1.99729 1.87494 -2.36885
H8 -1.58664 -0.88611 -2.36447
C8 1.91377 -1.78036 1.80608
C9 2.14113 -2.62438 0.48163
O1 3.13675 -3.28001 0.25729
O2 1.09857 -2.49584 -0.21951
H9 1.54919 -2.49278 2.64108
H10 1.18358 -1.17767 1.47655
H11 2.74242 -1.18804 2.28950

total charge	-1
HOMO level	-4.3	eV
gap between HOMO and LUMO	7.7	eV
2S+1	1

---

(12)
C5H15NO | the ωB97M-V functional and the def2-TZVPD basis

Element x y z (Å)
C1 -1.37508 -2.10921 1.03425
C2 -0.18177 -1.16185 0.41575
C3 -0.66548 0.32042 0.23032
C4 -1.89482 0.43160 -0.69102
N1 0.30007 1.28473 -0.25992
C5 0.95095 2.40880 0.40917
H1 -1.64620 -1.49964 1.86801
H2 -2.10712 -1.95640 0.16716
H3 -1.30692 -3.17045 1.22911
H4 0.26155 -1.77614 -0.35165
H5 0.70080 -1.00744 0.94799
H6 -0.81116 0.79954 1.20854
H7 -1.99047 1.43842 -1.16432
H8 -2.99597 0.33086 -0.31040
H9 -1.79156 -0.08200 -1.62457
H10 0.36225 1.34901 -1.26745
H11 1.75677 2.06251 0.99176
H12 1.45167 2.97922 -0.34785
H13 0.31330 3.03692 0.97565
O1 2.43122 -1.12549 -0.77898
H14 2.15058 -0.31418 -1.26817
H15 3.09957 -1.51795 -1.39341

HOMO level	-8.2	eV
gap between HOMO and LUMO	8.9	eV
2S+1	1

---

(13)
C6H2Br2F2N2S | the ωB97M-V functional and the def2-TZVPD basis

Element x y z (Å)
C1 1.01167 -1.40915 0.01024
C2 2.17261 -0.59548 0.11194
C3 -0.25694 0.51760 -0.06638
C4 0.76316 1.40450 0.15837
C5 -0.25159 -0.81995 0.00110
C6 2.05228 0.83392 0.24387
N1 -2.42903 0.82322 -0.17141
N2 -2.64043 -0.29536 0.37162
F1 0.56464 2.69631 0.08106
F2 -2.38861 0.86552 -1.59181
S1 -1.78192 -1.71225 -0.12700
Br1 3.58380 1.86356 0.33640
Br2 -4.57469 -0.76563 0.52636
H1 0.95679 -2.52981 -0.07422
H2 3.21827 -0.87702 0.18987

HOMO level (spin up / spin down)	-9.0 / -9.0	eV
gap between HOMO and LUMO (spin up / spin down)	6.9 / 6.9	eV
2S+1	1